Entry 1:
C10H15NO2S2 | ωB97M-V/def2-TZVPD

Output
total energy = -1391.65648 Ha
LUMO = 0.6 eV
gap between HOMO and LUMO = 9.3 eV
energy relative to the best compared isomer or geometry (same formula, charge and spin) = 0.000 eV
HOMO = -8.72 eV
molecular weight = 245.37 g mol⁻¹
max |F| = 0.98 eV/Å
structure (SMILES) = Cc1ccc(SCCNS(C)(=O)=O)cc1

```
30
Properties=species:S:1:pos:R:3:lowdin_charge:R:1
C -3.9978 -2.3808 0.3849 -0.05
C -3.1224 -1.1904 0.1447 -0.28
C -2.8251 -0.3038 1.1727 -0.04
C -2.0324 0.8077 0.9530 -0.10
C -1.5036 1.0375 -0.3087 -0.55
C -1.8026 0.1671 -1.3493 -0.12
C -2.6093 -0.9308 -1.1215 -0.05
H -2.8376 -1.6019 -1.9368 0.12
H -1.4035 0.3625 -2.3333 0.11
S -0.4537 2.4293 -0.6612 0.94
C 0.6414 2.4727 0.8055 -0.43
H 1.4007 3.2080 0.5443 0.08
H 0.0784 2.8248 1.6688 0.07
C 1.2714 1.1175 1.0778 -0.32
N 2.0035 0.6487 -0.0752 -0.16
S 2.4898 -0.9344 -0.0462 0.57
O 3.3020 -1.1468 -1.2028 -0.30
O 3.0310 -1.1870 1.2532 -0.30
C 0.9766 -1.9236 -0.2420 -0.12
H 0.4859 -1.6253 -1.1587 0.05
H 0.3350 -1.7758 0.6160 0.05
H 1.2928 -2.9564 -0.2997 0.06
H 1.5823 0.9068 -0.9569 0.07
H 1.9828 1.1925 1.9044 0.12
H 0.4889 0.4029 1.3714 0.09
H -1.8340 1.4926 1.7635 0.11
H -3.2252 -0.4790 2.1609 0.11
H -5.0317 -2.1360 0.1396 0.09
H -3.9626 -2.6869 1.4276 0.08
H -3.6950 -3.2170 -0.2411 0.08
```



Entry 2:
C6H18NO | ωB97M-V/def2-TZVPD

Output
total energy = -369.13449 Ha
LUMO = -3.4 eV
gap between HOMO and LUMO = 10.6 eV
energy relative to the best compared isomer or geometry (same formula, charge and spin) = 1.170 eV
HOMO = -13.91 eV
total charge = +1
molecular weight = 120.22 g mol⁻¹
max |F| = 2.77 eV/Å

```
26
Properties=species:S:1:pos:R:3:lowdin_charge:R:1
C -1.8097 -1.4667 2.0834 -0.05
C -0.7321 -1.0515 1.1288 -0.34
C -0.7536 0.3871 0.6920 -0.16
C 0.3762 0.9815 -0.2214 -0.38
C 0.3321 0.1911 -1.5637 -0.05
C 1.6929 1.0160 0.5602 -0.07
N 0.6226 -1.5749 1.6423 0.24
H -2.7369 -1.0330 1.7112 0.11
H -1.8386 -2.5357 2.2526 0.09
H -1.6521 -1.1308 3.1101 0.10
H -0.9634 -1.6734 0.2443 0.16
H -0.8196 1.1559 1.4943 0.14
H -1.7027 0.6005 0.1854 0.13
H 0.0907 2.0142 -0.4127 0.14
H 0.7073 -0.7953 -1.3403 0.07
H 0.8182 0.8388 -2.2905 0.07
H -0.7041 0.1467 -1.9155 0.09
H 2.3591 0.1570 0.4613 0.07
H 2.3043 1.8623 0.2531 0.10
H 1.4845 1.0061 1.6410 0.08
H 1.2758 -0.8049 1.8277 0.12
H 0.4845 -2.1079 2.4961 0.16
H 1.1840 -2.1363 0.9940 0.18
H -0.2148 1.2959 -5.2460 0.03
H -0.1250 2.7315 -5.0279 0.04
O 0.3203 1.9257 -4.7600 -0.05
```



Entry 3:
C20H40GaN2O26S7 | ωB97M-V/def2-TZVPD

Output
total energy = -7563.61685 Ha
LUMO = 1.6 eV
gap between HOMO and LUMO = 6.3 eV
HOMO = -4.66 eV
total charge = -1
molecular weight = 1018.72 g mol⁻¹
max |F| = 6.37 eV/Å

```
96
Properties=species:S:1:pos:R:3:lowdin_charge:R:1
O 3.2227 -0.5639 2.2021 -0.14
C 4.1292 0.3146 2.9091 -0.27
C 4.0782 1.8542 2.4197 -0.21
C 4.2030 2.8052 3.7058 -0.30
C 2.9678 3.8081 3.9354 -0.32
Ga 1.1024 3.0272 3.5128 0.30
C 0.1873 4.3184 2.1821 -0.36
C -1.4250 4.3632 2.2312 -0.56
S -2.2121 3.4026 3.6068 0.83
C -2.4508 1.6756 3.0253 -0.52
N -2.2523 1.1012 1.7393 -0.01
N -2.5251 -0.2344 1.8207 -0.02
C -2.9301 -0.4738 3.1739 -0.12
O -2.9080 0.7113 3.9774 -0.05
H 2.4820 -0.0127 1.8700 0.04
H 4.0260 0.2159 4.0567 0.11
H 5.1941 -0.0785 2.6813 0.11
H 5.0357 2.0112 1.7885 0.10
H 3.2076 2.0914 1.7279 0.08
H 4.4386 2.2351 4.6819 0.06
H 5.1349 3.4734 3.5338 0.09
H 2.9651 4.0599 5.0680 0.03
H 3.1397 4.8405 3.4118 0.03
H 1.2453 1.5984 2.7583 -0.06
H 0.3362 2.8204 4.9010 -0.10
H 0.5570 5.3885 2.4196 0.04
H 0.5291 4.0467 1.1149 0.05
H -1.7343 5.4723 2.3240 0.08
H -1.7888 4.0519 1.1836 0.05
H -3.2194 -1.5029 3.5887 0.13
C -5.9522 5.2371 -0.7102 -0.18
C -5.3012 4.0148 -1.3392 -0.17
O -4.1741 4.5223 -2.0530 -0.19
S -3.5919 5.8195 -1.2709 0.66
O -2.4941 5.3965 -0.4562 -0.22
O -3.4984 6.9041 -2.2005 -0.23
O -4.8699 6.0739 -0.3034 -0.19
H -6.5513 5.7863 -1.4423 0.13
H -6.5753 4.9776 0.1463 0.13
H -5.9752 3.4841 -2.0115 0.13
H -4.9339 3.3249 -0.5736 0.14
C 8.9304 1.0565 6.3706 -0.18
C 8.4048 1.1499 4.9457 -0.17
O 7.0135 0.8524 5.0440 -0.19
S 6.4583 1.3787 6.4745 0.64
O 5.8545 2.6607 6.2808 -0.23
O 5.7902 0.2949 7.1274 -0.22
O 7.8988 1.6054 7.1902 -0.20
H 9.0836 0.0149 6.6673 0.13
H 9.8593 1.6118 6.5050 0.13
H 8.9009 0.4507 4.2726 0.14
H 8.5063 2.1662 4.5533 0.13
C 4.3745 8.0075 5.1720 -0.17
C 5.8155 7.5550 5.3494 -0.18
O 6.1193 6.8171 4.1674 -0.19
S 5.2925 7.4471 2.9209 0.65
O 6.1622 8.3395 2.2113 -0.24
O 4.5671 6.3910 2.2797 -0.22
O 4.2504 8.3382 3.7881 -0.19
H 3.6758 7.1955 5.3924 0.13
H 4.1341 8.8713 5.7929 0.13
H 5.9506 6.9347 6.2354 0.14
H 6.4954 8.4113 5.3978 0.13
C -3.0987 -2.7419 -0.4584 -0.18
C -1.6661 -3.2079 -0.2625 -0.17
O -1.3503 -3.9389 -1.4512 -0.20
S -2.1522 -3.2879 -2.7008 0.64
O -1.2673 -2.3988 -3.3909 -0.22
O -2.8762 -4.3320 -3.3658 -0.26
O -3.1987 -2.3972 -1.8429 -0.19
H -3.8085 -3.5500 -0.2571 0.13
H -3.3408 -1.8824 0.1677 0.10
H -1.5501 -3.8374 0.6194 0.14
H -0.9806 -2.3587 -0.1948 0.14
C -3.0638 -6.6917 -6.1475 -0.16
C -1.6304 -7.1574 -5.9530 -0.16
O -1.3144 -7.8867 -7.1414 -0.19
S -2.1165 -7.2353 -8.3908 0.66
O -1.2321 -6.3447 -9.0794 -0.22
O -2.8402 -8.2784 -9.0566 -0.25
O -3.1641 -6.3456 -7.5314 -0.19
H -3.7726 -7.5002 -5.9464 0.13
H -3.3068 -5.8328 -5.5209 0.12
H -1.5140 -7.7876 -5.0717 0.14
H -0.9450 -6.3079 -5.8850 0.14
C -5.6697 -9.7435 -9.4958 -0.17
C -6.8989 -8.8555 -9.6038 -0.17
O -8.0095 -9.7390 -9.4399 -0.20
S -7.5853 -10.9420 -8.4367 0.65
O -8.0515 -10.6166 -7.1216 -0.23
O -7.8778 -12.1884 -9.0769 -0.23
O -5.9828 -10.6993 -8.4797 -0.19
H -5.4905 -10.2847 -10.4291 0.14
H -4.7761 -9.1799 -9.2269 0.10
H -6.9561 -8.3392 -10.5618 0.14
H -6.9282 -8.1215 -8.7931 0.13
```



> Number 3 is which compound?

C20H40GaN2O26S7